No. 1
ORCA calculation (ωB97M-V/def2-TZVPD) on a molecular structure, C2HFO2Tl.

Computed properties:
spin multiplicity = 2
HOMO level (spin up / spin down) = -0.317 / -0.337 Eh
calculated total energy = -13592.23549 eV
energy relative to the best compared isomer or geometry (same formula, charge and spin) = 15.7 kcal/mol
max |F| = 0.0620 Eh/bohr
Kohn-Sham gap (spin up / spin down) = 7.1429 / 7.4221 eV
⟨S²⟩ = 0.758
molar mass = 280.409 g mol⁻¹
total charge = 0

Positions of all 7 atoms, in Å:
F1 2.82986 0.74529 -0.36594
O1 -1.53030 0.24045 -0.04416
C1 -0.33458 0.66112 -0.02752
C2 0.74242 -0.24055 -0.00439
O2 0.99946 -1.37965 0.12427
Tl1 -2.62725 -1.76742 0.10733
H1 -0.07960 1.74077 0.21041

Atomic partial charges in e from the Löwdin method, atoms 1 to 5: F -0.55; O -0.38; C -0.27; C -0.11; O 0.15

No. 2
ORCA calculation (ωB97M-V/def2-TZVPD) on a single C2HINP molecule.

Computed properties:
spin multiplicity = 1
HOMO level = -0.331 Eh
calculated total energy = -20967.24633 eV
energy relative to the best compared isomer or geometry (same formula, charge and spin) = 0.0 kcal/mol
max |F| = 0.0432 Eh/bohr
Kohn-Sham gap = 7.4972 eV
SMILES = C#C/N=P/I
molar mass = 196.915 g mol⁻¹
total charge = 0

Positions of all 6 atoms, in Å:
C1 -1.99814 0.20777 0.09016
C2 -0.80599 0.13265 -0.07356
N1 0.52038 0.07041 0.09378
P1 1.67177 -0.96891 0.02774
I1 3.62086 0.50998 0.03742
H1 -3.00889 0.04809 -0.17554

Atomic partial charges in e from the Löwdin method, atoms 1 to 5: C 0.09; C -0.34; N -0.44; P 0.44; I 0.22

No. 3
ORCA calculation (ωB97M-V/def2-TZVPD) on a molecular structure, C2HIrLiO2.

Computed properties:
spin multiplicity = 5
HOMO level (spin up / spin down) = -0.910 / -1.032 Eh
calculated total energy = -9182.83500 eV
max |F| = 0.1180 Eh/bohr
Kohn-Sham gap (spin up / spin down) = 6.5347 / 8.8123 eV
⟨S²⟩ = 6.023
molar mass = 256.186 g mol⁻¹
total charge = +3

Positions of all 7 atoms, in Å:
O1 1.13473 0.66686 -0.03589
C1 0.95237 -0.53173 0.13086
Ir1 0.26857 1.99639 1.20540
Li1 -0.73188 1.28440 -1.08750
H1 1.18597 -1.19251 0.94473
C2 -0.89591 -0.84851 -0.53031
O2 -1.91386 -1.37490 -0.62729

Atomic partial charges in e from the Löwdin method, atoms 1 to 5: O -0.26; C 0.10; Ir 1.65; Li 0.79; H 0.19

No. 4
ORCA calculation (ωB97M-V/def2-TZVPD) on a molecular structure, C2HIrO3.

Computed properties:
spin multiplicity = 6
HOMO level (spin up / spin down) = -0.973 / -0.980 Eh
calculated total energy = -11018.12713 eV
energy relative to the best compared isomer or geometry (same formula, charge and spin) = 57.3 kcal/mol
max |F| = 0.1394 Eh/bohr
Kohn-Sham gap (spin up / spin down) = 8.6868 / 6.2187 eV
⟨S²⟩ = 8.770
molar mass = 265.244 g mol⁻¹
total charge = +3

Positions of all 7 atoms, in Å:
O1 1.85658 -1.28439 0.18341
H1 1.50199 -2.13185 -0.14990
O2 -0.53582 1.16053 -0.09441
O3 -1.65112 0.50438 0.42896
C1 0.39282 0.38741 -0.42872
C2 1.45266 -0.25753 -0.50304
Ir1 -3.01713 1.62146 0.56370

Atomic partial charges in e from the Löwdin method, atoms 1 to 5: O 0.44; H 0.25; O 0.15; O -0.21; C 0.28

No. 5
ORCA calculation (ωB97M-V/def2-TZVPD) on a molecular structure, C2HLiO2Sr.

Computed properties:
spin multiplicity = 1
HOMO level (spin up / spin down) = -0.541 / -0.542 Eh
calculated total energy = -7206.76321 eV
energy relative to the best compared isomer or geometry (same formula, charge and spin) = 13.7 kcal/mol
max |F| = 0.0724 Eh/bohr
Kohn-Sham gap (spin up / spin down) = 5.2967 / 5.3136 eV
molar mass = 151.589 g mol⁻¹
total charge = +2

Positions of all 7 atoms, in Å:
O1 -1.19550 -0.20726 -0.03036
C1 -0.13894 0.17013 -0.71097
Sr1 -3.29510 0.53912 0.27032
Li1 0.19000 -1.67275 1.03217
H1 -0.33711 0.27914 -1.79528
C2 1.92198 0.15112 0.47948
O2 2.85467 0.74051 0.75464

Atomic partial charges in e from the Löwdin method, atoms 1 to 5: O -0.62; C -0.17; Sr 1.88; Li 0.82; H 0.04

No. 6
ORCA calculation (ωB97M-V/def2-TZVPD) on a molecular structure, C2HMgO4.

Computed properties:
spin multiplicity = 1
HOMO level = -0.564 Eh
calculated total energy = -15720.06368 eV
max |F| = 0.0492 Eh/bohr
Kohn-Sham gap = 9.4902 eV
molar mass = 113.331 g mol⁻¹
total charge = +1

Positions of all 8 atoms, in Å:
O1 -2.96723 2.26651 -0.89993
C1 -1.98975 1.82142 -0.50372
O2 -1.10194 1.42192 0.15465
C2 1.48068 -1.50875 0.06437
O3 0.46361 -1.73651 0.77484
O4 2.05509 -0.38820 0.17492
Mg1 0.34769 0.31137 1.03525
H1 1.71185 -2.18777 -0.80039

Atomic partial charges in e from the Löwdin method, atoms 1 to 5: O 0.35; C -0.28; O 0.14; C -0.46; O -0.08

No. 7
ORCA calculation (ωB97M-V/def2-TZVPD) on 2 unconnected molecules or ions with the total composition C2HN2O2S.

Computed properties:
spin multiplicity = 1
HOMO level = -0.085 Eh
calculated total energy = -19997.21964 eV
energy relative to the best compared isomer or geometry (same formula, charge and spin) = 29.6 kcal/mol
max |F| = 0.0558 Eh/bohr
Kohn-Sham gap = 6.0018 eV
molar mass = 117.109 g mol⁻¹
total charge = -1

Positions of all 8 atoms, in Å:
C1 -0.65621 0.80203 0.56849
C2 0.37102 1.29213 -0.11775
N1 0.82349 -0.87314 -0.93285
N2 0.35828 -1.71887 -0.38376
O1 0.14826 -2.82336 -0.07557
O2 -1.07313 -0.35505 0.94888
S1 1.32328 2.16129 -1.08504
H1 -1.29498 1.51496 1.07759

Atomic partial charges in e from the Löwdin method, atoms 1 to 5: C -0.51; C -0.75; N 0.21; N -0.30; O 0.05

No. 8
ORCA calculation (ωB97M-V/def2-TZVPD) on a gas-phase ion, C2HN2O4 (charge -1).

Computed properties:
spin multiplicity = 1
HOMO level = -0.179 Eh
calculated total energy = -13258.94753 eV
energy relative to the best compared isomer or geometry (same formula, charge and spin) = 57.1 kcal/mol
max |F| = 0.0577 Eh/bohr
Kohn-Sham gap = 8.8258 eV
SMILES = O=C=N[C@@H]([O-])[N+](=O)[O-]
molar mass = 117.040 g mol⁻¹
total charge = -1

Positions of all 9 atoms, in Å:
C1 0.58500 0.39821 -0.54186
C2 -1.52066 0.91187 0.90265
N1 -0.84593 0.86192 -0.08056
N2 0.58925 -1.18821 -0.24561
O1 1.53346 0.96914 -0.00290
O2 -2.19892 1.09710 1.84271
O3 1.15148 -1.96298 -1.01989
O4 0.20071 -1.49356 0.87684
H1 0.50563 0.40651 -1.73138

Atomic partial charges in e from the Löwdin method, atoms 1 to 5: C -0.56; C -0.41; N 0.16; N -0.34; O -0.08

No. 9
ORCA calculation (ωB97M-V/def2-TZVPD) on a single C2HN2OP molecule.

Computed properties:
spin multiplicity = 1
HOMO level = -0.400 Eh
calculated total energy = -16405.31876 eV
energy relative to the best compared isomer or geometry (same formula, charge and spin) = 4.3 kcal/mol
max |F| = 0.0435 Eh/bohr
Kohn-Sham gap = 10.1174 eV
SMILES = N#CP(O)C#N
molar mass = 100.017 g mol⁻¹
total charge = 0

Positions of all 7 atoms, in Å:
C1 0.86849 -0.75434 -0.87107
C2 -0.62881 1.49234 -0.36931
N1 1.92148 -1.22005 -0.94503
N2 -0.56134 2.52901 -0.86215
O1 -0.55009 -0.44815 1.45098
P1 -0.78025 -0.27587 -0.23661
H1 -0.26949 -1.32294 1.83320

Atomic partial charges in e from the Löwdin method, atoms 1 to 5: C -0.40; C -0.42; N 0.10; N 0.12; O -0.35

No. 10
ORCA calculation (ωB97M-V/def2-TZVPD) on 2 unconnected molecules or ions with the total composition C2HN2OS.

Computed properties:
spin multiplicity = 1
HOMO level = -0.158 Eh
calculated total energy = -17953.68664 eV
energy relative to the best compared isomer or geometry (same formula, charge and spin) = 20.6 kcal/mol
max |F| = 0.0956 Eh/bohr
Kohn-Sham gap = 7.8650 eV
molar mass = 101.110 g mol⁻¹
total charge = -1

Positions of all 7 atoms, in Å:
C1 -1.37071 -0.33148 0.77019
C2 0.59757 1.12018 1.99403
N1 -1.22111 -1.19071 -0.00490
N2 -1.41244 0.71479 1.52160
O1 0.65046 2.33162 2.16013
S1 1.47862 -0.16807 2.32680
H1 -1.61343 0.56738 2.54437

Atomic partial charges in e from the Löwdin method, atoms 1 to 5: C -0.63; C -0.92; N 0.03; N -0.03; O -0.09